1.
Formula: C22H41CsN5O2SSbSe2
Source: the Open Molecules 2025 dataset
Level of theory: ωB97M-V/def2-TZVPD

```
75
Properties=species:S:1:pos:R:3:forces:R:3
Cs -0.51935 0.95308 0.55680 0.8 0.5 -0.6
O -1.68518 5.26313 -1.24634 -0.1 -0.1 0.1
C -0.53034 5.72433 -1.90399 0.1 0.1 -0.1
C 0.69164 4.77929 -1.88706 0.0 0.1 -0.1
C 1.84638 5.66145 -2.41006 -0.1 0.1 0.0
O 3.04781 4.99592 -2.71422 0.1 -0.1 0.0
C 0.95726 4.35635 -0.44109 0.0 0.0 0.2
Se 2.49732 3.15738 -0.07906 -0.2 0.5 0.1
C 0.49354 3.61301 -2.85836 0.1 0.0 0.0
Se -0.99175 2.35657 -2.46679 -0.1 0.2 -0.4
H -1.81285 4.33873 -1.54555 -0.1 0.0 0.0
H -0.25789 6.66601 -1.40903 0.0 0.0 -0.1
H -0.76027 5.95765 -2.95628 0.0 0.0 0.0
H 2.02877 6.45642 -1.66847 0.0 0.0 0.0
H 1.52704 6.14891 -3.34035 0.0 0.0 0.0
H 3.21274 4.37063 -1.97897 0.0 0.0 0.0
H 0.05442 3.89578 -0.04041 0.0 0.0 -0.1
H 1.12317 5.26527 0.14497 0.0 -0.1 0.0
H 1.42431 3.04488 -2.90767 -0.1 0.0 0.0
H 0.32168 4.03110 -3.85375 0.0 0.0 0.0
N 1.62521 0.02092 -2.66615 0.0 0.0 0.2
C 2.61591 -0.54979 -1.96659 0.3 0.0 0.1
N 3.12909 0.17619 -0.96651 0.0 -0.6 -0.3
S 3.20264 -2.09615 -2.33297 -0.1 -0.2 -0.1
H 1.19447 0.88435 -2.35273 -0.2 0.1 -0.1
H 1.11347 -0.54067 -3.32346 0.1 0.1 0.0
H 2.82798 1.13916 -0.79501 -0.1 0.2 0.0
H 3.92046 -0.20539 -0.48016 -0.1 0.0 0.0
C -0.36458 -3.99385 -2.89717 0.0 -0.1 -0.1
C -0.96024 -4.42093 -1.55677 0.2 -0.1 0.0
C 0.21377 -4.68380 -0.60903 0.0 0.1 0.1
C -1.74317 -5.71224 -1.74163 -0.1 -0.1 0.1
Sb -2.05110 -2.69746 -0.75429 0.0 0.3 0.0
C -3.44913 -3.53859 0.71714 -0.1 0.0 0.0
C -2.58569 -4.10522 1.84284 0.0 -0.1 0.0
C -4.41673 -4.60452 0.21803 0.0 0.0 -0.1
C -4.26557 -2.38052 1.29769 0.0 0.0 0.0
C -3.36445 -2.16039 -2.43300 0.0 0.0 -0.2
C -2.53829 -1.23766 -3.33073 0.0 0.0 0.0
C -3.90130 -3.32266 -3.26142 0.0 -0.1 0.0
C -4.55233 -1.35939 -1.90901 -0.1 0.0 0.1
H 0.33290 -4.76581 -3.23775 0.0 -0.1 0.0
H 0.21984 -3.07716 -2.82832 0.0 0.1 0.1
H -1.12247 -3.87476 -3.67071 0.0 0.0 0.0
H 0.87949 -5.42471 -1.06334 0.0 -0.1 0.0
H -0.10416 -5.07300 0.35921 -0.1 0.0 0.0
H 0.80913 -3.78626 -0.44007 0.0 0.0 0.0
H -1.08379 -6.46711 -2.18573 0.0 0.0 0.0
H -2.60390 -5.59510 -2.40217 0.0 0.0 0.0
H -2.09423 -6.11547 -0.78929 0.0 0.0 0.0
H -2.01631 -4.98044 1.52217 0.0 0.0 0.0
H -3.22940 -4.41689 2.67164 0.0 0.0 0.1
H -1.88979 -3.36193 2.23892 0.0 0.0 0.0
H -3.91886 -5.53414 -0.05539 0.0 0.0 0.0
H -4.99097 -4.26556 -0.64600 0.0 0.0 0.0
H -5.13511 -4.84006 1.01179 0.0 0.0 0.1
H -3.64188 -1.53329 1.57597 0.1 0.1 0.0
H -4.76207 -2.72501 2.21075 0.0 0.0 0.1
H -5.03971 -2.03356 0.61703 0.0 0.0 0.0
H -1.64814 -1.72295 -3.73167 0.0 0.0 0.0
H -2.20911 -0.33142 -2.82252 0.0 0.1 0.1
H -3.14921 -0.91487 -4.18066 0.0 0.0 -0.1
H -3.11153 -3.84195 -3.80388 0.0 0.0 0.0
H -4.60553 -2.93741 -4.00843 0.0 0.0 0.0
H -4.43263 -4.06047 -2.65799 0.0 0.0 0.0
H -4.25811 -0.57550 -1.20870 0.0 0.0 0.0
H -5.28854 -1.99939 -1.41735 0.0 0.0 0.0
H -5.04956 -0.86787 -2.75183 0.0 0.0 0.0
N -1.67587 -0.29753 2.68034 -0.5 -0.5 0.9
C -1.91650 -0.59980 3.77452 0.1 0.0 -0.3
C -2.19916 -0.99839 5.07860 0.0 0.0 -0.1
C -3.35622 -0.52617 5.71677 -0.3 0.1 0.2
N -4.30853 -0.14112 6.24751 0.0 0.0 0.0
C -1.35979 -1.91978 5.72280 0.2 -0.2 0.2
N -0.67277 -2.67952 6.25848 0.0 -0.1 0.0
```
Forces are in eV/Å.

Computed properties:
**HOMO**: -2.3 eV
**Total charge**: -2
**Gap between HOMO and LUMO**: 0.22231 Ha
**Total energy**: -183640.9341 eV
**LUMO energy**: 3.75 eV

Mulliken atomic charge list, values in e, 2 entries: 1.14 -0.47

=====

2.
Formula: C4H6S
Source: the Open Molecules 2025 dataset
Level of theory: ωB97M-V/def2-TZVPD

```
11
Properties=species:S:1:pos:R:3:forces:R:3
C -1.57820 -0.85140 -0.18908 4.5 0.5 -1.4
C -0.37552 0.22486 -0.27153 -1.8 -3.3 -0.2
C 1.13205 0.07576 -0.49927 -1.0 -1.9 0.0
C 0.49774 0.44780 0.81582 4.5 -2.4 5.3
H -0.91923 -1.90733 -0.12672 -2.8 2.1 0.2
H -0.48301 1.18743 -0.52299 -2.6 3.1 -1.8
H 1.62739 0.95420 -0.73620 0.9 1.1 -2.1
H 1.54749 -0.92207 -0.79983 -0.2 1.2 1.0
H 0.95402 -0.31200 1.59090 -2.1 1.2 -1.1
H 0.69314 1.46797 1.18215 -0.3 -0.5 -0.3
S -3.09589 -0.36522 -0.44326 0.7 -1.0 0.5
```
Forces are in eV/Å.

Computed properties:
**HOMO**: -8.8 eV
**SMILES string**: S=CC1CC1
**Total charge**: 0
**Gap between HOMO and LUMO**: 0.31082 Ha
**Total energy**: -15076.4741 eV
**LUMO energy**: -0.31 eV

Mulliken atomic charge list, values in e, 2 entries: -0.21 -0.13

=====

3.
Formula: C9H11N5O5
Source: the Open Molecules 2025 dataset
Level of theory: ωB97M-V/def2-TZVPD

```
30
Properties=species:S:1:pos:R:3:forces:R:3
O -2.11061 -2.16608 -3.88633 1.6 1.7 0.5
N -1.12727 -1.40079 -3.82942 0.2 -1.3 -1.8
O -0.18945 -1.43830 -4.65967 -1.5 0.1 1.5
C -1.02815 -0.41918 -2.77185 1.0 1.0 0.3
C 0.14946 0.35734 -2.65749 -1.5 -0.8 0.0
C 0.29658 1.27664 -1.59467 -1.5 0.1 0.7
N 1.48240 2.07243 -1.45673 1.6 1.0 -0.2
O 2.32914 2.06952 -2.37263 -1.6 -0.1 1.6
O 1.63450 2.75167 -0.39885 -0.5 -1.3 -1.6
C -0.73542 1.45804 -0.59785 1.3 1.2 -1.0
C -1.97918 0.77706 -0.82974 -1.2 -1.0 1.8
N -3.03726 0.74089 0.01944 0.5 -1.2 -2.7
O -3.86783 -0.24064 -0.56746 1.8 1.1 0.1
N -3.31306 -0.83254 -1.67665 1.6 1.7 0.6
C -2.11714 -0.19358 -1.83938 -1.5 -1.7 -0.3
H 0.92771 0.27480 -3.41573 -0.2 -0.1 0.3
H -0.82121 2.46291 -0.16124 0.3 -0.6 0.2
C 1.81707 -1.85200 3.45005 0.0 -0.2 -0.1
C 1.28138 -0.45287 3.13595 -0.3 0.6 -0.5
C 0.64801 -0.40085 1.71611 0.0 -0.7 -0.5
N 0.06128 0.83815 1.17419 -0.8 0.6 1.4
H 2.26895 -1.89281 4.44443 -0.1 0.1 -0.1
H 1.03131 -2.61483 3.42792 0.0 0.2 0.0
H 2.59176 -2.16215 2.73813 -0.2 0.1 0.1
H 0.52541 -0.15441 3.87403 0.2 0.0 -0.1
H 2.10891 0.26679 3.18996 -0.2 0.0 0.0
H 1.40552 -0.71419 0.99614 0.0 -0.2 0.0
H -0.18423 -1.10977 1.67127 0.3 -0.3 0.0
H 0.71549 1.61715 1.12999 0.0 0.0 0.3
H -0.76405 1.08159 1.74810 0.7 0.2 -0.3
```
Forces are in eV/Å.

Computed properties:
**HOMO**: -9.0 eV
**SMILES string**: O=[N+]([O-])c1cc([N+](=O)[O-])c2nonc2c1.CCCN
**Total charge**: 0
**Gap between HOMO and LUMO**: 0.26505 Ha
**Total energy**: -27189.6922 eV
**LUMO energy**: -1.78 eV

Mulliken atomic charge list, values in e, 2 entries: -0.56 0.90

=====

4.
Formula: C4H4
Source: the Open Molecules 2025 dataset
Level of theory: ωB97M-V/def2-TZVPD

```
8
Properties=species:S:1:pos:R:3:forces:R:3
C -0.99498 1.11085 0.52069 0.3 -1.4 -0.6
C -2.11780 1.65655 0.80666 0.6 -0.1 -0.4
C -0.42569 0.24615 -0.77539 -0.9 1.4 -1.6
C 0.20570 0.26290 0.47792 -1.6 -1.8 2.8
H -1.09921 -0.50319 -1.22612 0.5 0.3 0.8
H 0.02980 0.93374 -1.51240 -0.3 -0.5 0.2
H 1.13733 0.68158 0.74522 0.9 0.0 0.1
H -0.12405 -1.46177 1.63030 0.5 2.0 -1.4
```
Forces are in eV/Å.

Computed properties:
**HOMO (alpha / beta)**: -9.9 / -9.4 eV
**Total charge**: 0
**Gap between HOMO and LUMO (alpha / beta)**: 0.31881 / 0.31105 Ha
**Total energy**: -4203.5995 eV
**LUMO energy (alpha / beta)**: -1.18 / -0.89 eV

Mulliken atomic charge list, values in e, 2 entries: 0.20 -0.27

=====

The records above yield energy relative to the best compared isomer or geometry (same formula, charge and spin) values of 47.37, 320.20, 73.38, 632.86 kJ/mol, respectively.